DFT (wB97M-V/def2-TZVPD) results for 2 unconnected molecules or ions with the total composition C10H16 in a non-equilibrium geometry.

Element x y z (Å)
C  -2.21784  -0.07205  0.25130
C  -0.72631  0.03882  0.03065
C  0.07884  -1.12181  0.77124
C  0.26565  -1.05610  2.16931
C  1.13726  -2.02284  2.70873
C  1.92131  -2.79289  1.91446
C  1.67137  -2.95010  0.50891
C  0.78897  -1.99236  -0.03707
H  -2.49923  0.40234  1.22695
H  -2.56273  -1.15687  0.12223
H  -2.59185  0.62447  -0.65422
H  -0.43908  0.01252  -0.96669
H  -0.57503  0.88840  0.73269
H  -0.09692  -0.28935  2.77129
H  1.33339  -1.97886  3.85846
H  2.88113  -3.24689  2.34879
H  2.21213  -3.71559  -0.08764
H  0.61559  -2.22481  -1.03509
C  -0.80432  2.41326  -2.20892
C  0.44663  3.19455  -1.83460
H  -0.95685  1.56575  -1.72000
H  -1.67775  3.03103  -2.03987
H  -0.68947  2.25205  -3.18864
H  0.29811  4.16943  -2.37792
H  1.48928  2.75760  -2.41642
H  0.69771  3.27034  -0.84792

Output
Highest occupied orbital energy, eV: -8.84
Relative energy (zero: lowest compared OMol25 entry of this formula, charge and spin), kJ/mol: 300.30
Total charge: 0
Total energy, eV: -10626.6313
SMILES string: CCc1ccccc1.CC
Molar mass, g mol⁻¹: 136.2